C4H8O | the ωB97M-V functional and the def2-TZVPD basis

Properties
SMILES string = C=CCCO
ΔE to the lowest compared entry with this formula, charge and spin = 47.0 kcal/mol
HOMO energy = -9.6 eV

CARTESIAN COORDINATES (ANGSTROEM)
C  1.742  -0.682  0.155
C  1.195  0.446  -0.272
C  -0.105  1.176  0.286
C  -1.344  0.275  -0.074
O  -1.179  -1.072  -0.177
H  1.304  -1.212  0.986
H  2.660  -1.049  -0.279
H  1.705  0.820  -1.159
H  -0.247  1.987  -0.345
H  0.140  1.383  1.300
H  -1.664  0.435  -1.081
H  -2.241  0.450  0.680
H  -1.157  -1.536  0.748

---

C4H4ClN | the ωB97M-V functional and the def2-TZVPD basis

Properties
ΔE to the lowest compared entry with this formula, charge and spin = 108.2 kcal/mol
HOMO energy (spin up / spin down) = -8.4 / -8.3 eV

CARTESIAN COORDINATES (ANGSTROEM)
C  -0.427  0.981  0.236
C  1.379  -1.550  0.096
C  2.315  -0.669  0.637
C  -0.319  -0.030  -0.630
N  0.238  -1.247  -0.428
Cl  3.046  0.548  -0.194
H  -1.029  1.840  0.015
H  1.508  -2.599  0.355
H  -0.862  0.009  -1.570
H  0.032  0.930  1.207

---

Results for M: 72.11, 101.54 (in g/mol, following the order of the records).
Results for calculated total energy: -6323.129, -18220.447 (in eV, following the order of the records).